{"formula": "C44H121N11O11", "method": "ωB97M-V/def2-TZVPD", "species": ["C", "O", "C", "C", "C", "N", "H", "H", "H", "H", "H", "H", "H", "H", "H", "H", "H", "C", "O", "C", "C", "C", "N", "H", "H", "H", "H", "H", "H", "H", "H", "H", "H", "H", "C", "O", "C", "C", "C", "N", "H", "H", "H", "H", "H", "H", "H", "H", "H", "H", "H", "C", "O", "C", "C", "C", "N", "H", "H", "H", "H", "H", "H", "H", "H", "H", "H", "H", "C", "O", "C", "C", "C", "N", "H", "H", "H", "H", "H", "H", "H", "H", "H", "H", "H", "C", "O", "C", "C", "C", "N", "H", "H", "H", "H", "H", "H", "H", "H", "H", "H", "H", "C", "O", "C", "C", "C", "N", "H", "H", "H", "H", "H", "H", "H", "H", "H", "H", "H", "C", "O", "C", "C", "C", "N", "H", "H", "H", "H", "H", "H", "H", "H", "H", "H", "H", "C", "O", "C", "C", "C", "N", "H", "H", "H", "H", "H", "H", "H", "H", "H", "H", "H", "C", "O", "C", "C", "C", "N", "H", "H", "H", "H", "H", "H", "H", "H", "H", "H", "H", "C", "O", "C", "C", "C", "N", "H", "H", "H", "H", "H", "H", "H", "H", "H", "H", "H"], "positions_angstrom": [[2.2189, 1.0691, 1.8446], [1.1840, 0.6884, 0.9652], [0.6756, -0.5903, 1.2291], [-0.0958, -1.0416, 0.0118], [-0.7367, -2.3965, 0.1933], [0.8195, -1.0976, -1.1603], [3.1203, 0.5110, 1.5662], [1.9807, 0.9549, 2.9074], [2.4162, 2.1279, 1.6912], [1.5347, -1.2857, 1.3369], [0.1335, -0.6584, 2.1832], [-0.8597, -0.3041, -0.2529], [0.0240, -3.1811, 0.1190], [-1.4597, -2.6199, -0.5935], [-1.2191, -2.5345, 1.1658], [1.7446, -1.2932, -0.7853], [0.8751, -0.1508, -1.5238], [0.2406, -0.5893, -4.4048], [0.1668, -1.0220, -5.7406], [0.8253, -0.1759, -6.6723], [0.1094, 1.1411, -6.9147], [-1.2909, 0.9458, -7.4496], [0.9228, 1.9415, -7.8392], [-0.1794, 0.3925, -4.1798], [1.2213, -0.7060, -3.9259], [-0.3554, -1.3494, -3.8913], [1.8689, -0.0151, -6.3615], [0.8862, -0.7154, -7.6208], [0.0275, 1.6709, -5.9531], [-1.4027, 0.2797, -8.3073], [-1.6740, 1.9080, -7.8053], [-1.9253, 0.5813, -6.6437], [1.7212, 2.3298, -7.3490], [0.3774, 2.7369, -8.1510], [4.1521, 2.1598, 8.5324], [4.3201, 2.5547, 7.1878], [5.6840, 2.5784, 6.8063], [5.7651, 2.8168, 5.2974], [5.0490, 1.7450, 4.4907], [7.1463, 3.0001, 4.8259], [3.0787, 2.2148, 8.7406], [4.6044, 2.8897, 9.2116], [4.4448, 1.1204, 8.6969], [6.2261, 3.3787, 7.3282], [6.1225, 1.5969, 7.0561], [5.1876, 3.7477, 5.2068], [5.5534, 0.7855, 4.6321], [5.1242, 2.0089, 3.4349], [4.0002, 1.7152, 4.7799], [7.4817, 3.8780, 5.2175], [7.7131, 2.3003, 5.3046], [-2.9890, -3.2055, -3.6062], [-3.8253, -2.6576, -4.5930], [-3.1433, -1.8147, -5.4998], [-4.0631, -1.4856, -6.6566], [-5.3460, -0.8220, -6.2143], [-4.3719, -2.7309, -7.3949], [-2.1401, -2.5665, -3.3467], [-2.6851, -4.2250, -3.8521], [-3.5813, -3.2429, -2.6801], [-2.9048, -0.8670, -4.9871], [-2.1903, -2.2317, -5.8421], [-3.5061, -0.8292, -7.3287], [-5.9194, -1.4468, -5.5296], [-5.9971, -0.5869, -7.0599], [-5.1581, 0.1333, -5.7104], [-4.1215, -3.5310, -6.8257], [-5.3665, -2.8307, -7.5516], [-1.7469, 5.6912, 1.8524], [-0.8887, 4.8944, 2.5992], [-1.4666, 4.5226, 3.8327], [-0.6775, 3.3712, 4.4322], [-0.9575, 3.1866, 5.9037], [0.7974, 3.4941, 4.2187], [-2.6639, 5.1523, 1.5737], [-1.2998, 5.9762, 0.9005], [-2.0772, 6.6201, 2.3403], [-1.4543, 5.3956, 4.5080], [-2.5197, 4.2411, 3.6913], [-0.9480, 2.4709, 3.8663], [-2.0347, 3.1066, 6.0937], [-0.6853, 4.1047, 6.4405], [-0.4147, 2.3619, 6.3528], [0.9989, 4.4897, 4.3319], [0.8510, 3.4032, 3.2035], [3.7341, -6.1456, -2.5489], [2.3906, -6.5750, -2.6295], [1.7271, -6.2468, -3.8319], [1.4721, -4.7547, -3.9981], [0.5732, -4.2544, -2.8601], [0.9149, -4.4385, -5.3142], [4.1228, -6.5630, -1.6238], [3.8173, -5.0582, -2.5364], [4.2947, -6.5556, -3.3982], [2.2804, -6.6669, -4.6859], [0.7572, -6.7463, -3.7917], [2.4218, -4.2286, -3.8199], [1.1300, -4.1314, -1.9403], [-0.3073, -4.9043, -2.7916], [0.1249, -3.2985, -3.1454], [1.6622, -4.4220, -5.9986], [0.5512, -3.4910, -5.2690], [-4.0950, -0.8806, 0.6246], [-3.9232, 0.3594, 1.2405], [-4.9780, 0.7111, 2.1176], [-4.6621, 2.0463, 2.6918], [-5.5884, 2.4912, 3.8005], [-4.7113, 3.0300, 1.5700], [-3.3183, -1.0117, -0.1289], [-5.0807, -1.0073, 0.1639], [-3.9552, -1.7186, 1.3294], [-5.8912, 0.7490, 1.5063], [-5.1261, -0.0192, 2.9271], [-3.6249, 2.0749, 3.0598], [-5.4265, 3.5496, 4.0083], [-5.3993, 1.9171, 4.7078], [-6.6310, 2.3885, 3.4947], [-4.3187, 3.9050, 1.8897], [-4.1458, 2.6327, 0.8400], [1.4028, 2.4971, -2.3813], [0.1337, 2.0365, -1.9585], [-0.9286, 2.7408, -2.5437], [-2.1743, 2.5217, -1.6923], [-3.3095, 3.4879, -1.9673], [-1.8175, 2.5914, -0.2615], [1.6436, 2.0738, -3.3704], [2.1504, 2.1109, -1.6900], [1.4260, 3.5843, -2.4768], [-0.7483, 3.8221, -2.5851], [-1.1401, 2.3239, -3.5381], [-2.5457, 1.4977, -1.8773], [-2.8875, 4.5006, -1.9865], [-4.0795, 3.4994, -1.2003], [-3.7557, 3.2883, -2.9430], [-2.6347, 2.4171, 0.2972], [-1.0905, 1.9052, -0.1016], [6.7851, 6.5263, -2.0777], [6.7355, 5.1654, -1.7086], [5.5683, 4.8312, -1.0012], [5.7573, 3.4851, -0.3122], [5.8416, 2.3519, -1.3251], [4.7393, 3.2039, 0.7081], [6.6924, 7.1512, -1.1823], [5.9744, 6.7846, -2.7722], [7.7243, 6.7125, -2.5906], [5.3946, 5.5761, -0.2052], [4.6775, 4.8436, -1.6507], [6.7353, 3.5274, 0.1752], [4.9295, 2.2526, -1.9219], [6.1469, 1.3907, -0.9237], [6.6087, 2.6823, -2.0359], [3.8370, 3.4021, 0.2722], [4.7836, 3.8964, 1.4532], [1.4311, -4.4990, 3.6497], [1.3950, -3.8165, 4.8735], [1.1108, -2.4613, 4.7503], [1.4182, -1.7198, 6.0371], [1.3925, -0.2241, 5.8414], [2.7220, -2.1467, 6.6126], [1.7273, -5.5284, 3.8415], [2.1788, -4.0686, 2.9688], [0.4567, -4.4945, 3.1457], [1.7098, -1.9996, 3.9440], [0.0605, -2.2442, 4.5003], [0.6926, -2.0650, 6.7859], [2.1850, 0.1408, 5.1886], [1.5829, 0.2884, 6.7898], [0.4000, 0.1156, 5.5288], [3.0026, -3.0345, 6.2150], [2.6379, -2.3031, 7.6068], [-2.2007, -5.8056, 0.7342], [-3.4770, -6.2847, 1.1287], [-4.4885, -6.1372, 0.1611], [-5.0144, -4.7115, 0.0789], [-5.9238, -4.4260, 1.2600], [-5.7764, -4.4039, -1.1328], [-1.9914, -6.1977, -0.2684], [-1.5155, -6.2780, 1.4381], [-2.0717, -4.7252, 0.7947], [-4.0846, -6.4589, -0.8151], [-5.3075, -6.8185, 0.4000], [-4.1859, -3.9972, 0.1012], [-6.7498, -5.1412, 1.3259], [-6.3177, -3.4144, 1.2055], [-5.3990, -4.5500, 2.2116], [-5.3288, -4.7490, -1.9758], [-6.6909, -4.8432, -1.1117]], "atomic_forces_ev_per_a": [[0.3023, 0.1663, -0.2245], [-0.5564, 0.4457, 0.3419], [0.6815, -0.4595, 0.0674], [0.0721, 0.0206, -0.7450], [0.0841, -0.7108, 0.2359], [-0.3412, 0.2546, 0.3486], [0.1107, 0.0453, 0.3693], [-0.1376, -0.2828, -0.0737], [0.0159, -0.0137, -0.1326], [-0.1399, -0.0528, 0.0647], [-0.2421, 0.2850, -0.1432], [-0.0492, 0.0474, 0.2538], [0.0536, 0.0757, 0.0292], [-0.0108, 0.1443, -0.0080], [-0.0986, 0.2358, -0.0356], [0.0676, -0.1117, -0.2434], [0.0653, -0.0054, -0.0284], [-0.4616, -1.2840, 0.8147], [0.2943, 0.5703, -0.4940], [0.3129, -0.3371, -0.1431], [0.3330, 0.2669, 0.1302], [-0.3370, 0.3514, -0.1282], [-0.0648, -0.0459, -0.0312], [0.0299, 0.0878, -0.2614], [0.2520, 0.2940, -0.4854], [-0.1284, 0.4164, 0.2858], [-0.0971, 0.1681, 0.1312], [-0.1640, -0.0559, 0.0613], [-0.1419, -0.1004, 0.0099], [0.4360, -0.2210, 0.1155], [-0.1402, 0.0198, 0.2711], [-0.1269, 0.0184, -0.0847], [0.0650, -0.0910, -0.0670], [0.0270, -0.0215, -0.0759], [-1.0333, 0.4490, -0.1856], [0.2704, 0.0475, 0.0915], [-0.2079, -0.6680, -0.2528], [-0.6417, 0.3255, 0.3948], [0.3798, 0.3533, -0.0479], [-0.1680, 0.1985, 0.6827], [0.0551, -0.0573, -0.1296], [0.4229, -0.3369, 0.0984], [0.4271, 0.0970, 0.1230], [0.0158, -0.0791, 0.1189], [0.2155, 0.1641, 0.0329], [0.3456, 0.0691, -0.5312], [-0.2517, -0.1200, 0.0451], [-0.0601, -0.0797, -0.0397], [0.0248, -0.2747, 0.0450], [0.0721, 0.0039, -0.2013], [0.0589, -0.0953, -0.3100], [-0.6100, 0.0533, 0.9813], [0.2039, -0.0466, -0.2644], [-0.1011, 0.7752, 0.2877], [-0.2849, -0.9823, -0.3939], [-0.3281, 0.7330, 0.2881], [0.2164, -0.0971, -0.0306], [0.1671, -0.0764, -0.3568], [0.3139, 0.0801, -0.1427], [0.0173, -0.1705, -0.1443], [0.1225, -0.0730, 0.0043], [-0.1054, -0.2354, -0.0710], [-0.0595, 0.1075, 0.0370], [0.1508, -0.1147, 0.0341], [0.1364, -0.1048, -0.1204], [0.0622, -0.0861, 0.0110], [0.0491, 0.0166, -0.0014], [-0.0147, 0.1708, -0.0577], [-0.9166, 0.4296, -0.8882], [0.0500, -0.1289, 0.1124], [0.0761, 0.3830, 0.2163], [0.8507, -0.7106, -0.1972], [-0.6814, 0.8643, 0.3267], [-1.0363, 0.5206, -0.5786], [0.0749, -0.0994, 0.1193], [0.3810, -0.1552, 0.1539], [0.2847, -0.1202, 0.3262], [-0.0025, -0.0746, 0.0210], [0.0149, -0.0801, 0.0101], [-0.1318, -0.0446, 0.1921], [0.0756, -0.3601, -0.0523], [0.2602, -0.1146, -0.0495], [-0.0130, -0.1450, -0.1446], [0.2927, -0.1336, 0.2915], [0.4754, -0.0924, 0.0722], [-0.3377, -0.3901, -0.2480], [-0.1920, 0.1046, 0.2756], [-0.0574, -0.1202, -0.3129], [0.4421, 0.5053, 0.8261], [-0.7803, -0.0107, -1.2493], [-0.0409, -0.0823, 0.4036], [0.1269, 0.0777, 0.0176], [0.1338, 0.0451, 0.0439], [0.1601, 0.1432, 0.0449], [0.0228, 0.1552, -0.0318], [0.0371, -0.0894, -0.0245], [0.1045, -0.0513, -0.3366], [-0.1949, -0.1880, 0.2146], [0.2537, -0.2236, 0.4973], [0.4204, 0.2040, 0.2194], [-0.0885, -0.0742, -0.0954], [-0.0263, -0.0152, -0.2431], [0.1573, -0.9309, -0.0010], [0.2584, 0.2099, 0.2314], [-0.1931, -0.6288, -0.2285], [0.5371, 1.6674, -0.5527], [-0.1342, -0.0607, -0.1189], [-0.7272, -0.5525, 0.7362], [-0.0786, 0.2367, -0.1136], [-0.0090, 0.1766, -0.0714], [-0.1376, 0.2071, 0.0918], [-0.1674, 0.1432, 0.3260], [0.1918, -0.1426, -0.1653], [-0.1106, -0.5870, 0.2508], [0.0620, -0.0173, 0.1130], [-0.1307, 0.0206, 0.0457], [-0.0210, -0.0770, 0.0634], [0.1497, 0.0485, -0.2381], [-0.0247, 0.2960, -0.2326], [-0.0865, -0.6336, -0.5882], [0.4861, 0.2249, 0.1137], [-1.0059, -0.1263, 0.1741], [-0.5443, -1.0878, 1.2745], [0.6801, 0.6427, -0.6082], [0.5213, 0.7269, -0.9560], [-0.0233, 0.1298, 0.0161], [-0.0479, 0.2130, 0.1888], [0.0999, 0.0529, 0.2838], [0.3268, -0.0683, -0.1122], [0.1173, 0.4062, -0.2108], [0.0599, 0.0650, -0.3556], [-0.1601, -0.0043, -0.0349], [-0.0663, -0.3358, 0.0122], [-0.1360, 0.0539, 0.0577], [0.2955, -0.4290, 0.1379], [-0.0502, 0.0651, 0.4839], [-0.3557, -0.1154, -0.0224], [0.1297, -0.0451, -0.2633], [-0.0377, 0.2769, 0.5907], [0.2163, -0.5962, 0.1397], [0.3730, 0.7150, -0.7735], [-0.3513, 0.5495, -0.3702], [0.1135, 0.1405, -0.1043], [-0.0353, -0.0247, 0.0841], [0.1215, -0.0445, 0.1368], [-0.0158, 0.0182, -0.1222], [0.0675, -0.1022, -0.0669], [-0.0947, 0.0750, 0.1731], [-0.1481, -0.1019, 0.2501], [-0.1559, 0.0118, 0.2648], [-0.0195, -0.3070, -0.0404], [-0.0529, -0.3366, 0.0821], [0.2453, -0.1017, 0.0376], [0.0905, -0.1288, -0.3796], [-0.0483, -0.3888, 0.2364], [0.2100, 1.2016, -0.3878], [0.6475, -1.0822, 1.1554], [-0.3433, 0.4616, 0.6636], [0.2226, 0.2406, -0.5980], [-0.1010, -0.0106, 0.1108], [-0.0907, 0.1071, 0.0520], [0.0026, 0.0245, 0.0339], [0.0756, -0.2254, 0.0100], [-0.0285, -0.3358, -0.0729], [-0.4843, 0.4837, -0.2807], [-0.1468, -0.2290, -0.2988], [-0.0274, -0.1747, 0.0432], [0.1487, 0.0356, -0.3216], [-0.0808, -0.0279, -0.0272], [-0.0441, 0.1008, 0.0227], [-0.2116, -0.9629, 0.1844], [-0.1915, 0.1193, 0.4190], [0.5333, 0.0617, -0.6198], [-0.6609, 0.2871, -0.0759], [0.2062, -0.0724, 0.6650], [-0.0837, -0.2617, -0.2866], [0.2385, 0.3371, -0.0403], [0.1854, 0.1417, -0.0898], [-0.2195, 0.0836, -0.1619], [-0.1029, 0.1395, 0.0019], [0.0432, -0.0369, 0.1915], [0.1895, -0.1599, 0.0540], [-0.0830, 0.0812, -0.3387], [-0.0971, 0.0582, 0.0115], [0.1522, 0.1337, -0.1281], [0.1439, 0.0677, 0.0686], [0.0023, 0.0195, 0.1228]], "energy_ha": -3178.74721, "total_charge": 0, "relative_energy_kcal_mol": 25.8}